(1)
The following is a quantum chemistry calculation of 11 unconnected molecules or ions with the total composition C83H180N5O10P2 at a distorted geometry, from the OMol25 dataset.

Positions of all 280 atoms, in Å:
C1 -9.4399 -5.2337 -8.1362
C2 -9.1575 -5.8332 -6.7656
C3 -8.7265 -4.7867 -5.7102
C4 -8.4493 -5.6055 -4.4903
N1 -7.4644 -4.9278 -3.5155
C5 -7.5712 -3.4357 -3.2569
C6 -8.7883 -3.3828 -2.4009
C7 -8.4441 -4.4128 -1.2936
C8 -7.7002 -5.4222 -2.0420
C9 -6.0157 -5.4053 -3.9453
H1 -10.0990 -4.3820 -7.9679
H2 -9.9399 -5.9754 -8.7590
H3 -8.5517 -4.8884 -8.6653
H4 -8.4619 -6.6699 -6.8303
H5 -10.0409 -6.3201 -6.3524
H6 -9.4393 -4.0243 -5.3959
H7 -7.9166 -4.1525 -6.0708
H8 -8.0188 -6.5754 -4.7394
H9 -9.3849 -5.7314 -3.9454
H10 -6.6270 -3.1289 -2.8068
H11 -7.6913 -2.9450 -4.2227
H12 -8.8215 -2.3400 -2.0853
H13 -9.7583 -3.5489 -2.8695
H14 -7.8631 -3.8355 -0.5744
H15 -9.3767 -4.7166 -0.8181
H16 -6.7779 -5.7580 -1.5678
H17 -8.3500 -6.2956 -2.0982
H18 -5.9035 -5.2751 -5.0217
H19 -5.9120 -6.4509 -3.6552
H20 -5.2520 -4.8248 -3.4278
C10 -4.6381 2.6789 -1.0913
C11 -3.5247 3.0297 -2.1810
C12 -2.2442 2.2041 -2.0201
C13 -2.3440 0.6183 -2.1292
N2 -1.5799 -0.2689 -1.0929
C14 -0.0515 -0.0203 -1.5190
C15 0.3681 -1.3138 -2.1935
C16 -0.8877 -2.1824 -2.4349
C17 -1.7906 -1.7945 -1.2572
C18 -2.0347 0.1748 0.3499
H21 -5.6253 2.9949 -1.4286
H22 -4.5623 3.3548 -0.2396
H23 -4.7013 1.6372 -0.7768
H24 -3.1422 3.9844 -1.8200
H25 -3.7764 2.9496 -3.2385
H26 -1.8186 2.4823 -1.0560
H27 -1.5533 2.4686 -2.8207
H28 -2.0384 0.2834 -3.1204
H29 -3.3842 0.2989 -2.0649
H30 0.4134 0.0818 -0.5384
H31 0.1435 0.8526 -2.1421
H32 0.9890 -1.8515 -1.4770
H33 1.1370 -1.2248 -2.9609
H34 -0.7885 -3.2679 -2.4349
H35 -1.2561 -2.0577 -3.4531
H36 -1.3665 -2.2256 -0.3503
H37 -2.8781 -1.8408 -1.3129
H38 -3.0561 0.5527 0.3927
H39 -1.3392 0.9289 0.7183
H40 -1.9529 -0.6877 1.0114
C19 -4.1630 -13.7381 2.8161
C20 -2.8570 -13.1346 2.4009
C21 -2.6472 -11.7570 3.0294
C22 -1.3891 -11.1215 2.4585
N3 -1.3901 -9.5610 2.6045
C23 -2.5980 -8.9200 1.9058
C24 -2.1300 -8.4643 0.5043
C25 -0.6804 -8.0629 0.6994
C26 -0.1100 -8.8841 1.9462
C27 -1.4034 -9.1303 4.0528
H41 -4.3209 -14.1233 3.8235
H42 -4.4008 -14.5680 2.1506
H43 -4.9853 -13.0426 2.6480
H44 -2.8962 -13.0269 1.3169
H45 -2.1061 -13.9022 2.5880
H46 -2.4493 -11.7949 4.1006
H47 -3.5865 -11.2092 2.9538
H48 -1.1875 -11.2208 1.3919
H49 -0.5768 -11.3977 3.1308
H50 -2.8103 -7.9738 2.4034
H51 -3.3930 -9.6478 1.7432
H52 -2.7460 -7.5964 0.2691
H53 -2.3360 -9.2833 -0.1848
H54 -0.7694 -7.0695 1.1390
H55 -0.0732 -8.0465 -0.2057
H56 0.4605 -8.2363 2.6118
H57 0.5594 -9.7010 1.6768
H58 -2.3872 -9.2659 4.5019
H59 -1.0862 -8.0889 4.1073
H60 -0.6098 -9.6613 4.5785
C28 11.9892 -10.5160 0.8590
C29 11.1813 -9.3526 0.3071
C30 9.7202 -9.6406 0.7172
C31 8.7797 -8.6904 0.0994
N4 7.3301 -8.8717 0.5402
C32 6.4109 -8.0973 -0.4285
C33 6.5761 -6.6289 -0.1810
C34 6.8117 -6.6325 1.3146
C35 7.0449 -8.1184 1.8331
C36 6.9803 -10.3807 0.5304
H61 11.9288 -10.5703 1.9460
H62 13.0425 -10.5161 0.5785
H63 11.7324 -11.4546 0.3679
H64 11.2339 -9.3103 -0.7808
H65 11.5695 -8.3917 0.6448
H66 9.5733 -9.7355 1.7931
H67 9.4960 -10.6075 0.2668
H68 8.9274 -8.9404 -0.9512
H69 8.9894 -7.6546 0.3662
H70 5.4113 -8.4853 -0.2326
H71 6.6762 -8.3811 -1.4469
H72 5.6794 -6.1237 -0.5396
H73 7.4033 -6.1825 -0.7330
H74 6.1102 -6.1849 2.0187
H75 7.6423 -5.9662 1.5477
H76 6.2684 -8.6140 2.4158
H77 7.7761 -8.3889 2.5948
H78 6.0011 -10.5129 0.9904
H79 7.5959 -10.9041 1.2619
H80 7.0984 -10.6217 -0.5261
C37 -13.4113 5.3764 5.3916
C38 -12.7177 4.0912 4.8870
C39 -11.4834 3.5292 5.7941
C40 -10.8007 2.3107 5.1256
N5 -9.4204 1.9029 5.7055
C41 -9.0118 0.6102 5.0325
C42 -8.1806 0.9960 3.8367
C43 -7.7978 2.4577 3.9900
C44 -8.2587 2.8711 5.3844
C45 -9.5055 1.5782 7.2141
H81 -14.0520 5.8283 4.6344
H82 -12.6083 6.1135 5.3967
H83 -13.9977 5.2862 6.3060
H84 -12.2225 4.3456 3.9498
H85 -13.4908 3.3664 4.6320
H86 -12.0179 3.1221 6.6524
H87 -10.7942 4.3355 6.0452
H88 -10.5152 2.3671 4.0751
H89 -11.5003 1.4764 5.1768
H90 -8.5285 -0.0448 5.7574
H91 -9.8619 0.0420 4.6551
H92 -7.2931 0.3749 3.9579
H93 -8.6814 0.7329 2.9049
H94 -6.7336 2.6314 3.8303
H95 -8.4189 2.9767 3.2599
H96 -7.5227 2.5182 6.1068
H97 -8.4419 3.9390 5.5031
H98 -10.2093 0.7610 7.3719
H99 -9.6508 2.5380 7.7100
H100 -8.5246 1.2285 7.5361
C46 9.8898 -1.5979 4.8421
C47 8.9432 -0.4998 4.3306
C48 9.2824 0.2402 2.9636
C49 8.6375 -0.5697 1.7716
P1 8.4709 0.4827 0.2372
C50 7.5229 -0.5279 -0.9917
C51 7.6289 -0.3165 -2.5201
C52 7.2781 1.1605 -2.8968
C53 6.7234 1.2445 -4.3151
C54 7.6078 2.0392 0.6681
C55 6.2080 1.8896 1.2775
C56 5.3889 3.1248 1.4231
C57 4.0263 2.9644 2.0030
C58 10.2198 0.9101 -0.3632
C59 10.8974 2.0438 0.4543
C60 12.1391 2.6322 -0.3605
C61 13.2069 1.6293 -0.9150
H101 10.8302 -1.0786 5.0269
H102 10.2021 -2.2284 4.0095
H103 9.4711 -2.1212 5.7017
H104 8.8512 0.2267 5.1380
H105 7.9850 -0.9729 4.1159
H106 10.3570 0.4106 2.8967
H107 9.1102 1.3093 3.0879
H108 7.6549 -0.9175 2.0903
H109 9.2136 -1.4317 1.4352
H110 6.4473 -0.3791 -0.8973
H111 7.7600 -1.5766 -0.8123
H112 6.8204 -0.7906 -3.0767
H113 8.5274 -0.6872 -3.0134
H114 8.2200 1.7073 -2.9398
H115 6.6936 1.6766 -2.1351
H116 7.2645 0.7213 -5.1034
H117 6.4274 2.2558 -4.5941
H118 5.7376 0.7807 -4.2790
H119 7.5246 2.6679 -0.2184
H120 8.0863 2.4156 1.5722
H121 6.2854 1.2778 2.1762
H122 5.5966 1.2688 0.6226
H123 5.2286 3.3814 0.3759
H124 5.9088 3.9378 1.9298
H125 4.0712 2.8981 3.0900
H126 3.3927 2.1767 1.5952
H127 3.4097 3.8542 1.8762
H128 10.0521 1.3058 -1.3649
H129 10.8308 0.0227 -0.5287
H130 11.2404 1.7573 1.4485
H131 10.2730 2.8852 0.7548
H132 12.4815 3.4989 0.2048
H133 11.6140 3.1064 -1.1897
H134 13.6475 1.1465 -0.0428
H135 14.0143 2.0422 -1.5198
H136 12.6793 0.8743 -1.4979
C62 0.1728 7.8163 -5.8340
C63 0.0265 8.9933 -4.7318
C64 -1.3444 9.5532 -4.4460
C65 -1.6357 9.6088 -2.9319
P2 -0.8345 10.8909 -1.7973
C66 -0.5051 12.5901 -2.6646
C67 0.4854 12.6107 -3.8907
C68 1.6012 13.7106 -3.9123
C69 2.8366 13.4584 -4.8973
C70 0.7556 10.1370 -1.1828
C71 1.4713 11.0076 -0.1711
C72 2.5144 10.3012 0.7583
C73 3.6913 11.2364 1.1963
C74 -1.8778 11.2479 -0.4398
C75 -1.8734 12.7024 0.1152
C76 -2.4899 12.8106 1.4692
C77 -1.7387 12.3479 2.6750
H137 -0.4645 7.9835 -6.7023
H138 0.1524 6.8524 -5.3255
H139 1.2180 7.7909 -6.1425
H140 0.5857 9.8220 -5.1661
H141 0.4855 8.7900 -3.7643
H142 -2.0114 8.8855 -4.9912
H143 -1.5518 10.5750 -4.7639
H144 -1.3659 8.6768 -2.4352
H145 -2.6568 9.9306 -2.7276
H146 -0.0944 13.2134 -1.8704
H147 -1.5431 12.7797 -2.9379
H148 -0.0358 12.6557 -4.8469
H149 1.0237 11.6629 -3.8852
H150 1.8309 13.7816 -2.8491
H151 1.0132 14.5604 -4.2591
H152 3.3000 12.5027 -4.6528
H153 3.5102 14.3148 -4.9295
H154 2.6175 13.2690 -5.9481
H155 1.4214 9.8795 -2.0065
H156 0.3936 9.1385 -0.9378
H157 0.7304 11.4600 0.4881
H158 1.8006 11.8707 -0.7497
H159 2.9069 9.4302 0.2335
H160 2.0378 9.8594 1.6334
H161 4.1784 11.6658 0.3208
H162 4.3596 10.6344 1.8119
H163 3.2680 12.0142 1.8320
H164 -1.7076 10.4432 0.2755
H165 -2.9127 11.0875 -0.7420
H166 -2.4755 13.4039 -0.4622
H167 -0.9345 13.2507 0.1929
H168 -3.4864 12.4187 1.2653
H169 -2.6819 13.8719 1.6273
H170 -1.2854 11.3646 2.5492
H171 -2.5467 12.1510 3.3796
H172 -1.1173 13.1650 3.0414
C78 -3.7191 -3.6160 -8.3174
C79 -3.8279 -2.2278 -7.6690
O1 -2.7817 -1.5976 -7.4273
O2 -4.9278 -1.7407 -7.3983
H173 -3.0850 -4.3076 -7.7627
H174 -3.2600 -3.4652 -9.2944
H175 -4.6438 -4.1671 -8.4885
C80 2.6409 -1.1293 4.3371
C81 2.2830 -2.1172 3.2607
O3 3.0511 -2.0195 2.2678
O4 1.2667 -2.8460 3.3364
H176 2.7650 -0.1193 3.9466
H177 3.6005 -1.4507 4.7420
H178 1.9242 -1.1488 5.1582
O5 -1.9463 4.9569 2.7609
C82 -1.7549 6.1373 2.2493
O6 -2.3261 6.4222 1.1873
O7 -1.1276 6.9748 2.8799
H179 -2.3798 4.7054 1.9420
O8 -3.3550 -3.4233 4.7786
C83 -4.3640 -3.6184 3.8983
O9 -4.1905 -3.6007 2.6751
O10 -5.4321 -3.8277 4.3320
H180 -2.6396 -3.3382 4.1441

As for the total charge: +3. Its strongest force on any atom is 7.07 eV/Å. The calculation puts the HOMO-LUMO gap at 4.2 eV.


(2)
The following is a quantum chemistry calculation of C4H8N2O in the gas phase, from the OMol25 dataset.

Positions of all 15 atoms, in Å:
H1 1.7894 2.7585 0.5790
N1 1.3240 2.0630 1.1777
C1 0.9841 1.0327 0.5433
O1 1.1715 0.7715 -0.8029
C2 0.3342 -0.4076 -0.7704
C3 -1.0287 -0.0920 -1.3610
C4 0.4057 -0.4279 0.7640
N2 -0.7255 -0.8813 1.5230
H2 0.8004 -1.2615 -1.2720
H3 -1.4892 0.7661 -0.8577
H4 -1.7146 -0.9444 -1.2856
H5 -0.9241 0.1701 -2.4180
H6 1.2850 -1.0005 1.0838
H7 -0.5625 -1.7522 2.0134
H8 -1.5899 -0.9527 0.9971

As for the SMILES: [H]/N=C1\O[C@H](C)[C@@H]1N. As for the total charge: 0. Its strongest force on any atom is 0.69 eV/Å. The calculation puts the HOMO-LUMO gap at 10.4 eV.


(3)
The following is a quantum chemistry calculation of C15H25N3O in the gas phase, from the OMol25 dataset.

Positions of all 44 atoms, in Å:
C1 -0.1769 -2.9388 -1.1728
C2 0.1824 -2.6945 0.2678
C3 -0.9423 -2.9015 1.2389
C4 1.4025 -2.3655 0.6778
C5 2.6171 -2.1662 -0.1736
C6 3.4343 -0.9289 0.2414
C7 2.6610 0.3395 0.0043
C8 2.6891 0.9600 -1.1685
C9 1.8536 2.1592 -1.5043
C10 0.6660 2.2669 -0.5461
C11 -0.2800 1.1395 -0.7912
N1 -1.4960 1.2032 -0.4460
N2 -2.2922 0.1347 -0.6409
C12 -3.5955 0.0921 -0.1880
N3 -3.9940 1.2306 0.4240
O1 -4.2699 -0.9050 -0.3269
C13 1.2109 2.2040 0.8961
C14 0.1378 2.5339 1.9261
C15 1.8058 0.8180 1.1429
H1 0.2499 -2.1832 -1.8312
H2 -1.2575 -2.9507 -1.3004
H3 0.2065 -3.9070 -1.4958
H4 -0.6218 -2.7165 2.2613
H5 -1.7798 -2.2420 1.0106
H6 -1.3087 -3.9256 1.1692
H7 1.5802 -2.2504 1.7402
H8 3.2595 -3.0479 -0.0742
H9 2.3446 -2.0754 -1.2256
H10 4.3559 -0.9132 -0.3445
H11 3.7015 -1.0146 1.2965
H12 3.3314 0.5940 -1.9589
H13 2.4626 3.0669 -1.4421
H14 1.4998 2.0812 -2.5362
H15 0.1393 3.2159 -0.6831
H16 0.1380 0.2351 -1.2426
H17 -1.9164 -0.7150 -1.0597
H18 -3.3783 2.0253 0.4058
H19 -4.9553 1.3287 0.6925
H20 2.0119 2.9478 0.9713
H21 0.5394 2.4416 2.9328
H22 -0.7061 1.8559 1.8241
H23 -0.2217 3.5515 1.7908
H24 0.9973 0.0976 1.3034
H25 2.4054 0.8354 2.0577

As for the SMILES: CC(C)=CCCC1=CC[C@@H](/C=N/NC(N)=O)[C@@H](C)C1. As for the total charge: 0. Its strongest force on any atom is 0.95 eV/Å. The calculation puts the HOMO-LUMO gap at 9.6 eV.


(4)
The following is a quantum chemistry calculation of a molecular structure, C21H18N4O4Tc at a distorted geometry, from the OMol25 dataset.

Positions of all 48 atoms, in Å:
Tc1 -0.8676 -0.1248 0.1762
C1 -2.2332 -4.2129 -0.0281
O1 -0.9702 -4.8208 -0.1987
C2 0.1257 -4.1537 -0.5301
C3 1.2113 -4.9462 -0.9352
C4 2.3782 -4.3749 -1.4179
C5 2.5093 -3.0046 -1.4857
C6 1.4948 -2.1436 -0.9949
C7 1.7364 -0.7533 -1.0586
N1 0.9333 0.2225 -0.6439
N2 1.2677 1.4711 -0.8281
C8 0.2950 2.3241 -0.4888
O2 -0.7945 1.8215 -0.0273
C9 0.4780 3.7524 -0.6391
C10 -0.6476 4.5961 -0.6317
C11 -0.4811 5.9609 -0.7171
C12 0.7993 6.5017 -0.8014
C13 1.9189 5.6717 -0.8117
C14 1.7657 4.3021 -0.7565
C15 0.2679 -2.7308 -0.4976
O3 -0.6850 -1.9780 -0.0383
H1 -2.2525 -3.5732 0.8572
H2 -2.9340 -5.0383 0.0959
H3 -2.5092 -3.6324 -0.9116
H4 1.0853 -6.0188 -0.8993
H5 3.1711 -5.0151 -1.7720
H6 3.3983 -2.5692 -1.9192
H7 2.6697 -0.4293 -1.5076
H8 -1.6356 4.1620 -0.5800
H9 -1.3434 6.6082 -0.7262
H10 0.9239 7.5706 -0.8785
H11 2.9057 6.1030 -0.8675
H12 2.6156 3.6392 -0.7769
N3 1.0385 -0.4108 7.0809
C16 -0.0476 0.0564 6.4576
O4 -0.9969 0.5348 7.0338
C17 -0.0865 -0.0189 4.9388
C18 -1.2436 0.4885 4.3412
C19 -1.3791 0.4660 2.9700
N4 -0.4324 -0.0439 2.1671
C20 0.6823 -0.5248 2.7281
C21 0.8975 -0.5301 4.0948
H13 1.0421 -0.3648 8.0913
H14 1.8192 -0.8506 6.6313
H15 -2.0155 0.8993 4.9787
H16 -2.2636 0.8800 2.4951
H17 1.4305 -0.9239 2.0559
H18 1.8288 -0.9297 4.4610

As for the total charge: +2. Its strongest force on any atom is 2.48 eV/Å. Its spin multiplicity is 2. The calculation puts the HOMO-LUMO gap (alpha / beta) at 5.9 / 4.8 eV.


(5)
The following is a quantum chemistry calculation of a molecular structure, C19H19CdF2N at a distorted geometry, from the OMol25 dataset.

Positions of all 42 atoms, in Å:
C1 0.4789 -0.7787 -3.2277
C2 0.2379 2.6514 -3.4479
C3 -0.7280 -0.8064 -3.7125
H1 1.0083 -1.7512 -2.9734
C4 -0.9218 2.5432 -2.7298
H2 0.6387 3.6600 -3.7235
H3 -1.1452 -1.7743 -4.1448
H4 -1.3856 3.4900 -2.3313
C5 -1.7850 0.3041 -3.7060
H5 -2.7512 -0.1497 -3.6374
H6 -1.7314 0.9289 -4.6010
C6 1.2956 0.3560 -2.7702
H7 2.3581 0.1168 -2.8740
H8 1.2115 0.8795 -1.8197
C7 1.0832 1.4960 -3.9106
H9 0.6120 1.0033 -4.7996
H10 2.0686 1.9198 -4.2296
C8 -1.6703 1.2739 -2.4428
H11 -2.6848 1.5920 -2.1952
H12 -1.2650 0.7668 -1.5414
Cd1 1.3506 -1.2066 0.7439
H13 0.6191 -1.3804 -0.5570
F1 0.5148 3.9769 2.2080
C9 0.5566 2.6343 2.5104
C10 0.7855 1.7340 1.4551
C11 0.7642 0.4060 1.8321
C12 0.4533 -0.0950 3.0720
C13 0.2963 0.9031 4.0864
F2 0.1640 0.5083 5.4061
C14 0.3307 2.2416 3.7989
C15 0.2425 -1.5465 3.2786
C16 -0.2238 -2.1370 4.4301
C17 -0.5221 -3.4905 4.4926
C18 -0.3735 -4.2745 3.3496
C19 0.1197 -3.6760 2.1758
N1 0.4473 -2.3739 2.2177
H14 0.9599 2.0710 0.4599
H15 0.1737 2.9604 4.6249
H16 -0.3542 -1.4920 5.2915
H17 -0.8770 -3.9356 5.4132
H18 -0.6137 -5.3285 3.2980
H19 0.2616 -4.2205 1.2308

As for the total charge: 0. Its strongest force on any atom is 4.13 eV/Å. The calculation puts the HOMO-LUMO gap at 7.4 eV.


(6)
The following is a quantum chemistry calculation of a molecular structure, C12H24NaO11 at a distorted geometry, from the OMol25 dataset.

Positions of all 48 atoms, in Å:
Na1 0.1584 -1.6765 0.0849
C1 2.5081 -3.5438 -1.4299
O1 2.1530 -3.4598 -0.0764
H1 1.8628 -2.9925 -2.1138
H2 3.5031 -3.1582 -1.6521
H3 2.6618 -4.5644 -1.7804
C2 0.5134 -1.2870 3.8950
O2 0.7366 -1.3513 2.5287
H4 1.4562 -0.9567 4.3309
H5 -0.3561 -0.7377 4.2561
H6 0.3273 -2.2833 4.2962
C3 -2.8290 0.5535 3.1313
C4 -2.9040 -0.7352 2.2925
C5 -4.3219 -1.1961 2.0375
O3 -4.3520 -1.4909 0.6750
C6 -3.2459 -1.1499 0.0600
O4 -2.9487 -1.4453 -1.0993
O5 -2.3594 -0.6027 0.9946
H7 -3.2902 0.3560 4.0990
H8 -3.3425 1.3643 2.6146
H9 -1.8293 0.9510 3.3065
H10 -2.2476 -1.5109 2.6869
H11 -5.0384 -0.3932 2.2112
H12 -4.5101 -2.0633 2.6706
C7 -1.4163 2.4595 -2.1662
O6 -0.4443 1.9934 -3.0681
C8 -0.0105 0.7466 -2.8325
O7 -0.2851 0.0751 -1.8357
O8 0.6671 0.4265 -3.8676
C9 1.2464 -0.8559 -3.9141
H13 -2.3552 1.9090 -2.1053
H14 -1.7460 3.4639 -2.4318
H15 -0.9772 2.5133 -1.1700
H16 2.0212 -0.9606 -3.1547
H17 1.7512 -1.0529 -4.8599
H18 0.6349 -1.7439 -3.7537
C10 3.5450 2.7254 -1.8610
O9 3.3467 1.4068 -1.3976
C11 2.5599 1.0343 -0.2904
O10 2.6612 -0.0889 0.2017
O11 1.9715 2.0461 0.2510
C12 1.0860 1.9748 1.3524
H19 2.6664 3.3706 -1.8634
H20 3.8393 2.7386 -2.9104
H21 4.3317 3.2157 -1.2876
H22 1.3505 2.7640 2.0562
H23 1.1675 1.0465 1.9177
H24 0.0827 2.1660 0.9715

As for the total charge: 0. Its strongest force on any atom is 3.40 eV/Å. Its spin multiplicity is 2. The calculation puts the HOMO-LUMO gap (alpha / beta) at 6.1 / 4.2 eV.


no.,energy (a.u.)
1,-4978.01929
2,-341.92804
3,-826.06426
4,-1411.17637
5,-1157.41942
6,-1461.45230